(1)
Entry from OMol25: a structure of composition C28H19F2N4PW (wB97M-V/def2-TZVPD).

Last column: Löwdin spin population.
Positions of all 55 atoms, in Å:
W -0.45 -0.05 0.12  1.78
F -5.29 -2.39 -0.35  0.00
C -4.16 -2.30 0.33  0.00
C -3.22 -1.35 -0.05  0.05
C -2.04 -1.25 0.66  0.01
C -1.78 -2.10 1.77  0.03
C -2.75 -3.05 2.08  0.00
F -2.56 -3.90 3.09  0.00
C -3.94 -3.16 1.38  0.03
C -0.52 -1.89 2.48  0.02
C -0.09 -2.56 3.62  0.00
C 1.13 -2.23 4.18  0.02
C 1.92 -1.24 3.61  0.00
C 1.44 -0.61 2.48  0.03
N 0.26 -0.92 1.93  0.03
H -3.44 -0.72 -0.91  0.01
H -4.67 -3.91 1.66  0.00
H -0.70 -3.33 4.06  0.00
H 1.47 -2.75 5.07  0.00
H 2.88 -0.96 4.02  0.00
H 2.02 0.17 1.98  0.00
C -1.65 3.00 -2.43  0.00
P -0.58 1.93 -1.44  0.02
C -0.28 2.67 0.20  0.01
C 0.62 3.68 0.54  0.01
C 0.73 4.09 1.86  0.00
C -0.02 3.48 2.87  0.01
C -0.90 2.45 2.56  0.00
C -1.01 2.04 1.23  0.02
C 1.02 1.69 -2.22  0.01
C 1.09 1.49 -3.60  0.00
C 2.27 1.08 -4.18  0.00
C 3.39 0.84 -3.39  0.00
C 3.33 1.03 -2.02  0.00
C 2.15 1.45 -1.42  0.00
H -1.16 3.96 -2.56  0.00
H -2.61 3.14 -1.92  0.00
H -1.83 2.54 -3.40  0.00
H 1.22 4.16 -0.23  0.00
H 1.40 4.90 2.12  0.00
H 0.08 3.82 3.89  0.00
H -1.50 1.98 3.33  0.00
H -1.85 1.34 0.97  0.01
H 0.22 1.66 -4.22  0.00
H 2.32 0.92 -5.25  0.00
H 4.31 0.51 -3.86  0.00
H 4.21 0.86 -1.41  0.00
H 2.14 1.64 -0.35  0.00
N 0.19 -1.38 -1.10  -0.04
C 0.60 -2.22 -1.84  0.14
C 1.06 -3.14 -2.69  -0.07
C 0.96 -4.52 -2.36  0.00
N 0.88 -5.64 -2.09  -0.05
C 1.63 -2.69 -3.91  0.00
N 2.07 -2.27 -4.88  -0.05

The calculation puts the energy above the lowest of the compared OMol25 structures with the same formula, charge and spin at 0.0 kcal per mole. The net charge is +2. For the HOMO-LUMO gap (spin up / spin down), the calculation gives 5.7 / 6.8 eV. Its multiplicity is 3. The calculation puts the molar mass at 664.30 g/mol. As for the expectation value of S²: 2.160.

---

(2)
Entry from OMol25: the molecule C13H13NO2S at a distorted geometry (wB97M-V/def2-TZVPD).

Last column: Löwdin charge in e.
Positions of all 30 atoms, in Å:
O -0.69 -2.12 -0.67  0.10
O -1.87 3.06 0.70  0.03
S -2.65 1.25 -0.98  0.97
C -0.85 -1.12 0.00  -0.39
C -1.54 1.99 0.21  -0.63
C 3.42 -0.92 -1.44  -0.08
C 4.04 0.33 -1.20  -0.08
C 2.11 -1.13 -1.06  0.00
C 3.26 1.38 -0.73  -0.02
C 1.37 -0.10 -0.45  -0.15
C 1.93 1.13 -0.36  -0.19
N 0.06 -0.04 0.00  0.06
C -2.62 -2.26 1.42  -0.05
C -3.22 -0.31 -0.08  -0.36
C 0.97 2.11 0.16  -0.07
C -2.14 -0.97 0.81  -0.35
C -0.22 1.28 0.62  -0.19
H 4.03 -1.73 -1.84  0.10
H 5.11 0.46 -1.39  0.10
H 1.73 -2.14 -1.22  0.11
H 3.65 2.36 -0.64  0.10
H -3.45 -2.08 2.11  0.09
H -1.85 -2.72 1.99  0.07
H -2.94 -2.94 0.62  0.10
H -4.08 -0.05 0.58  0.10
H -3.56 -1.01 -0.83  0.08
H 0.68 2.81 -0.63  0.14
H 1.45 2.68 0.95  0.14
H -1.93 -0.32 1.64  0.12
H -0.19 1.13 1.70  0.16

The calculation puts the energy above the lowest of the compared OMol25 structures with the same formula, charge and spin at 0.0 kcal per mole. For the HOMO-LUMO gap, the calculation gives 8.5 eV. As for the SMILES: C[C@@H]1CSC(=O)[C@@H]2Cc3ccccc3N2C1=O. The calculation puts the molar mass at 247.32 g/mol.

---

(3)
Entry from OMol25: the ion C7H16N3 with charge +1 at a distorted geometry (wB97M-V/def2-TZVPD).

Last column: Löwdin charge in e.
Positions of all 26 atoms, in Å:
C 1.87 -0.62 0.34  -0.09
C 0.01 -2.09 0.13  -0.10
C -0.74 -0.68 0.11  -0.53
C -0.99 -0.38 -1.35  -0.04
C -2.03 -0.95 0.94  0.01
C 0.40 2.34 -0.31  -0.09
C 0.21 1.60 1.05  -0.26
N 1.33 -1.66 -0.24  0.03
N 0.08 0.20 0.93  0.06
N 3.09 -0.15 0.15  0.19
H 0.19 -2.60 1.10  0.14
H -0.51 -2.80 -0.70  0.19
H -1.89 0.26 -1.56  0.12
H -1.16 -1.27 -1.93  0.07
H -0.06 -0.01 -1.82  0.09
H -2.60 -0.12 1.04  0.05
H -1.76 -1.18 1.96  0.10
H -2.48 -1.68 0.35  0.08
H -0.43 2.22 -1.05  0.07
H 0.43 3.49 -0.10  0.12
H 1.24 1.97 -0.78  0.02
H 1.23 1.76 1.73  0.18
H -0.75 1.76 1.61  0.15
H 1.84 -2.45 -0.65  0.18
H 3.64 -0.68 -0.50  0.13
H 3.67 0.51 0.66  0.15

The calculation puts the energy above the lowest of the compared OMol25 structures with the same formula, charge and spin at 115.8 kcal per mole. The net charge is +1. For the HOMO-LUMO gap, the calculation gives 8.7 eV. The calculation puts the molar mass at 142.23 g/mol.

---

(4)
Entry from OMol25: a cluster of 10 separate species, C21H62O10 in total at a distorted geometry (wB97M-V/def2-TZVPD).

Last column: Löwdin charge in e.
Positions of all 93 atoms, in Å:
C -5.46 0.22 -1.93  -0.06
C -4.05 0.07 -1.26  -0.30
O -3.95 -1.07 -0.44  -0.10
H -6.21 0.12 -1.15  0.08
H -5.67 -0.54 -2.68  0.06
H -5.58 1.15 -2.48  0.07
H -3.92 0.91 -0.57  0.11
H -3.20 0.07 -1.93  0.09
H -3.77 -1.81 -1.02  0.10
C 3.58 -1.57 -1.91  -0.07
C 4.18 -0.46 -0.99  -0.28
O 4.03 0.92 -1.37  -0.09
H 3.88 -2.57 -1.60  0.06
H 4.01 -1.43 -2.90  0.07
H 2.49 -1.51 -1.86  0.04
H 5.25 -0.62 -0.92  0.11
H 3.72 -0.55 0.00  0.08
H 3.32 1.29 -0.85  0.02
C -5.18 -2.46 2.65  -0.09
C -3.98 -1.64 3.10  -0.29
O -3.93 -0.46 2.27  -0.12
H -5.31 -3.36 3.25  0.07
H -5.08 -2.80 1.62  0.06
H -6.06 -1.82 2.75  0.08
H -3.01 -2.11 2.95  0.10
H -4.17 -1.30 4.12  0.11
H -3.82 -0.75 1.36  0.01
C 3.39 3.14 1.81  -0.06
C 2.67 3.67 0.60  -0.30
O 2.07 2.61 -0.16  -0.12
H 4.34 2.73 1.47  0.09
H 2.78 2.44 2.38  0.07
H 3.61 4.07 2.34  0.08
H 3.30 4.28 -0.05  0.12
H 1.84 4.28 0.93  0.11
H 1.67 2.99 -0.94  0.06
C -2.79 -0.98 -4.99  -0.07
C -1.43 -1.36 -4.44  -0.33
O -0.48 -1.48 -5.51  -0.08
H -2.77 0.00 -5.48  0.08
H -3.42 -0.85 -4.11  0.05
H -3.12 -1.78 -5.66  0.08
H -1.46 -2.38 -4.06  0.09
H -1.11 -0.73 -3.61  0.10
H 0.41 -1.49 -5.13  0.07
C 0.38 3.12 4.44  -0.09
C 1.09 3.96 5.51  -0.31
O 1.37 5.24 4.97  -0.08
H -0.63 3.48 4.28  0.07
H 0.31 2.06 4.70  0.08
H 0.85 3.19 3.46  0.05
H 1.99 3.42 5.79  0.11
H 0.48 4.05 6.41  0.11
H 2.30 5.40 5.11  0.08
C 4.28 -2.85 3.47  -0.08
C 3.30 -2.33 2.39  -0.33
O 3.23 -0.94 2.56  -0.10
H 4.41 -3.93 3.48  0.07
H 4.02 -2.34 4.40  0.07
H 5.29 -2.49 3.26  0.07
H 2.31 -2.76 2.54  0.10
H 3.60 -2.54 1.36  0.09
H 2.51 -0.53 2.07  0.03
C -1.16 3.13 -2.64  -0.07
C -0.62 4.42 -1.98  -0.32
O 0.74 4.38 -1.82  -0.06
H -2.25 3.07 -2.63  0.07
H -0.77 2.26 -2.12  0.05
H -0.89 3.07 -3.70  0.07
H -1.13 4.50 -1.02  0.11
H -0.99 5.19 -2.66  0.11
H 1.02 5.22 -1.46  0.11
C 0.78 -4.28 -2.74  -0.08
C 0.75 -5.69 -2.17  -0.33
O 0.08 -5.71 -0.92  -0.08
H 1.30 -3.60 -2.06  0.05
H -0.26 -3.99 -2.89  0.06
H 1.38 -4.33 -3.65  0.08
H 1.79 -6.02 -2.07  0.11
H 0.30 -6.41 -2.84  0.11
H 0.72 -5.77 -0.20  0.08
C -1.03 1.14 0.89  -0.02
C -0.20 -0.13 0.99  -0.47
C -0.06 -0.80 -0.39  -0.03
O 1.06 0.27 1.26  -0.07
H -0.91 1.79 1.76  0.09
H -2.08 0.87 0.85  0.06
H -0.78 1.73 0.01  0.06
H -0.62 -0.76 1.77  0.15
H 0.57 -0.24 -1.08  0.08
H -1.01 -1.00 -0.90  0.06
H 0.35 -1.81 -0.38  0.07
H 1.20 1.19 1.03  0.06

The calculation puts the energy above the lowest of the compared OMol25 structures with the same formula, charge and spin at 72.2 kcal per mole. For the HOMO-LUMO gap, the calculation gives 10.0 eV. As for the SMILES: CC(C)O.CCO.CCO.CCO.CCO.CCO.CCO.CCO.CCO.CCO. The calculation puts the molar mass at 474.72 g/mol.

---

(5)
Entry from OMol25: a cluster of 2 separate species, C4H10SSi in total at a distorted geometry (wB97M-V/def2-TZVPD).

Last column: Löwdin charge in e.
Positions of all 16 atoms, in Å:
C -2.05 -0.09 -3.26  -0.58
C -0.03 -1.57 1.28  -0.23
C 1.90 0.02 -0.69  -0.22
C -0.58 1.25 0.97  -0.20
Si 0.05 -0.22 -0.13  0.60
S -2.65 1.27 -2.83  0.60
H -0.86 -0.55 -1.25  -0.08
H 0.22 -2.60 1.13  0.00
H 0.67 -0.93 2.10  0.10
H -0.99 -1.51 1.66  -0.03
H 2.55 -0.88 -0.55  0.04
H 1.94 0.30 -1.72  -0.01
H 2.25 0.95 -0.14  0.03
H -0.84 1.02 2.00  0.03
H -0.05 2.09 0.91  -0.04
H -1.54 1.45 0.51  0.01

The calculation puts the energy above the lowest of the compared OMol25 structures with the same formula, charge and spin at 74.5 kcal per mole. For the HOMO-LUMO gap, the calculation gives 10.0 eV. The calculation puts the molar mass at 118.28 g/mol.

---

(6)
Entry from OMol25: a structure of composition C44H36F2N2O3P2Sn (wB97M-V/def2-TZVPD).

Last column: Löwdin charge in e.
Positions of all 90 atoms, in Å:
Sn -0.16 -0.35 0.36  1.20
C -2.99 2.99 6.44  -0.01
C -3.75 3.31 5.17  -0.28
C -4.14 4.78 5.03  -0.12
C -2.89 5.65 4.93  -0.11
C -1.98 5.15 3.85  -0.11
C -1.07 5.98 3.24  0.09
C -0.24 5.52 2.22  -0.24
F 0.62 6.37 1.67  0.10
C -0.29 4.23 1.77  0.08
C -1.21 3.35 2.37  -0.04
C -1.29 1.99 1.92  -0.25
O -0.51 1.64 0.94  -0.17
C -2.22 1.14 2.54  -0.02
C -3.01 1.67 3.55  0.06
N -2.94 2.91 3.98  0.04
C -2.04 3.81 3.41  -0.05
C -2.51 -0.30 2.21  -0.55
O -3.55 -0.79 2.54  0.13
O -1.58 -1.01 1.57  -0.17
H -3.56 3.30 7.31  0.10
H -2.02 3.49 6.47  0.09
H -2.81 1.91 6.52  0.09
H -4.65 2.70 5.11  0.15
H -4.74 5.06 5.89  0.13
H -4.76 4.91 4.14  0.13
H -2.36 5.67 5.88  0.13
H -3.17 6.68 4.72  0.13
H -0.99 7.02 3.54  0.15
H 0.36 3.89 0.98  0.13
H -3.74 1.03 4.03  0.16
N -1.03 -1.23 -2.51  -0.33
P -0.51 -2.41 -1.38  0.94
C 0.67 -3.46 -2.18  -0.37
C 2.03 -3.18 -2.01  -0.09
C 2.98 -3.95 -2.66  -0.05
C 2.58 -4.99 -3.48  -0.04
C 1.23 -5.28 -3.65  -0.05
C 0.27 -4.53 -2.99  -0.07
C -1.96 -3.37 -0.91  -0.38
C -3.25 -2.99 -1.28  -0.09
C -4.34 -3.70 -0.79  -0.05
C -4.14 -4.77 0.06  -0.04
C -2.86 -5.15 0.43  -0.05
C -1.77 -4.46 -0.05  -0.08
P -1.11 0.33 -1.91  0.90
C -2.74 1.03 -2.02  -0.35
C -3.12 1.68 -3.20  -0.07
C -4.42 2.16 -3.32  -0.04
C -5.32 2.00 -2.27  -0.04
C -4.94 1.35 -1.10  -0.04
C -3.65 0.86 -0.98  -0.07
C 0.06 1.38 -2.76  -0.37
C 0.00 2.76 -2.56  -0.09
C 0.98 3.57 -3.11  -0.05
C 2.02 3.00 -3.85  -0.04
C 2.07 1.63 -4.04  -0.05
C 1.10 0.81 -3.49  -0.08
H -1.58 -1.50 -3.32  0.10
H 2.34 -2.37 -1.35  0.09
H 4.03 -3.74 -2.52  0.12
H 3.32 -5.59 -3.98  0.12
H 0.93 -6.11 -4.28  0.12
H -0.78 -4.77 -3.10  0.11
H -3.42 -2.15 -1.93  0.09
H -5.34 -3.40 -1.08  0.12
H -5.00 -5.32 0.45  0.12
H -2.71 -5.99 1.09  0.12
H -0.77 -4.76 0.23  0.12
H -2.42 1.83 -4.00  0.12
H -4.72 2.66 -4.22  0.12
H -6.33 2.38 -2.37  0.12
H -5.64 1.22 -0.30  0.12
H -3.37 0.32 -0.08  0.09
H -0.81 3.21 -1.99  0.11
H 0.94 4.64 -2.97  0.12
H 2.78 3.64 -4.28  0.12
H 2.87 1.19 -4.62  0.12
H 1.13 -0.26 -3.65  0.10
F 5.39 -1.51 2.77  0.10
C 4.20 -1.23 2.23  -0.26
C 3.09 -1.89 2.72  0.02
C 1.85 -1.60 2.16  -0.11
C 1.75 -0.66 1.13  -0.33
C 2.89 -0.02 0.66  -0.11
C 4.13 -0.30 1.21  0.01
H 3.20 -2.61 3.52  0.13
H 0.97 -2.11 2.54  0.11
H 2.83 0.72 -0.14  0.11
H 5.04 0.19 0.87  0.13

The calculation puts the energy above the lowest of the compared OMol25 structures with the same formula, charge and spin at 0.0 kcal per mole. The net charge is +2. For the HOMO-LUMO gap, the calculation gives 8.2 eV. The calculation puts the molar mass at 859.44 g/mol.